# 1
20
Properties=species:S:1:pos:R:3:mulliken_charge:R:1 method="wB97M-V/def2-TZVPD" e_homo_ha=-0.3408 e_above_lowest_kcal_mol=99.0 orbital_gap_ev=8.51
B -1.230 0.326 0.563 0.09
C -2.312 1.323 0.546 0.47
C -2.606 -1.495 -0.535 -1.01
C 3.245 0.759 -0.196 -1.29
C -1.505 -1.286 0.428 -0.47
C 0.791 1.093 0.080 -0.99
C 1.900 0.114 0.052 -0.05
N -3.136 2.113 0.363 -0.44
H -3.437 -0.758 -0.176 0.22
H -2.171 -1.214 -1.482 0.32
H -3.037 -2.511 -0.405 0.32
H 3.781 0.684 0.725 0.30
H 3.074 1.712 -0.686 0.36
H 3.818 0.301 -0.905 0.41
H -1.756 -1.869 1.386 0.31
H -0.593 -1.620 0.090 0.27
H 1.025 1.943 0.758 0.34
H 0.561 1.528 -0.879 0.38
H 1.612 -0.733 -0.678 0.17
H 1.976 -0.411 0.951 0.29

# 2
110
Properties=species:S:1:pos:R:3:mulliken_charge:R:1 method="wB97M-V/def2-TZVPD" e_homo_ha="-0.2732 / -0.2730" orbital_gap_ev="3.56 / 3.38"
Sn -0.703 -0.487 -0.061 1.27
O 0.039 0.258 1.854 -0.42
C 0.956 -0.150 2.785 3.43
C 1.766 -1.370 2.243 -1.97
C 2.640 -1.084 1.070 -0.28
C 4.016 -0.991 1.249 -0.75
C 4.827 -0.798 0.148 -1.29
C 4.230 -0.690 -1.091 -1.42
C 2.838 -0.734 -1.199 0.58
C 2.277 -0.356 -2.546 -2.52
C 0.855 -0.769 -2.979 2.50
O -0.086 -0.367 -2.076 0.01
C 0.657 -2.246 -3.276 -1.02
C 1.618 -3.230 -3.096 0.50
C 1.305 -4.558 -3.354 -0.90
C 0.036 -4.910 -3.782 -0.67
C -0.930 -3.931 -3.962 -0.84
C -0.615 -2.610 -3.714 -0.16
C 0.585 0.010 -4.280 -0.30
C -0.188 1.158 -4.225 -0.02
C -0.465 1.876 -5.373 -0.89
C 0.034 1.452 -6.592 -0.62
C 0.817 0.312 -6.650 -0.95
C 1.088 -0.412 -5.501 -0.29
N 2.073 -0.953 -0.134 1.44
C 1.843 1.041 3.149 -0.24
C 1.386 2.311 2.812 -0.18
C 2.090 3.438 3.184 -0.87
C 3.266 3.312 3.901 -0.94
C 3.723 2.054 4.251 -0.98
C 3.013 0.922 3.883 -0.55
C 0.177 -0.547 4.041 -0.14
C -0.413 0.476 4.776 -0.25
C -1.273 0.202 5.820 -0.84
C -1.559 -1.109 6.159 -0.57
C -0.948 -2.134 5.461 -0.97
C -0.086 -1.858 4.412 -0.55
H 2.370 -1.788 3.050 0.96
H 1.008 -2.089 1.928 0.34
H 4.433 -1.069 2.238 0.54
H 5.901 -0.738 0.257 0.46
H 4.827 -0.549 -1.978 0.57
H 2.257 0.741 -2.526 0.80
H 2.979 -0.659 -3.326 0.71
H 2.607 -2.973 -2.745 0.46
H 2.065 -5.316 -3.220 0.47
H -0.208 -5.945 -3.967 0.44
H -1.925 -4.191 -4.291 0.49
H -1.353 -1.834 -3.842 0.58
H -0.587 1.467 -3.273 0.16
H -1.078 2.763 -5.311 0.47
H -0.183 2.008 -7.494 0.39
H 1.215 -0.022 -7.596 0.44
H 1.683 -1.312 -5.555 0.44
H 0.463 2.396 2.260 0.77
H 1.719 4.416 2.917 0.59
H 3.823 4.195 4.178 0.42
H 4.631 1.956 4.829 0.46
H 3.367 -0.048 4.197 0.61
H -0.203 1.500 4.510 0.27
H -1.730 1.020 6.356 0.44
H -2.270 -1.327 6.941 0.41
H -1.158 -3.162 5.719 0.43
H 0.355 -2.690 3.884 0.38
S -3.119 0.339 -1.036 -0.27
C -2.943 2.017 -0.637 0.41
N -4.037 2.738 -0.650 -0.89
N -4.111 3.925 -0.105 0.26
C -3.369 4.508 0.919 0.70
C -3.337 5.899 0.999 -0.58
C -2.630 6.519 2.013 -0.56
C -1.970 5.759 2.965 -0.71
C -2.044 4.373 2.916 -0.23
C -2.740 3.746 1.905 -0.50
N -1.760 2.637 -0.472 -0.96
N -0.650 2.041 -0.462 1.57
C 0.469 2.831 -0.613 -0.55
C 1.717 2.330 -0.235 0.89
C 2.849 3.103 -0.387 -0.68
C 2.762 4.377 -0.930 -0.94
C 1.531 4.863 -1.351 -0.80
C 0.390 4.107 -1.192 -0.27
H -4.890 4.465 -0.464 0.25
H -3.860 6.487 0.257 0.39
H -2.589 7.598 2.055 0.39
H -1.398 6.238 3.745 0.45
H -1.558 3.775 3.673 0.47
H -2.815 2.670 1.890 0.55
H 1.766 1.354 0.214 -0.22
H 3.804 2.702 -0.083 0.54
H 3.649 4.985 -1.034 0.47
H 1.464 5.843 -1.801 0.43
H -0.575 4.469 -1.517 0.52
N -0.076 -3.510 -0.276 0.72
C -1.273 -4.229 -0.295 0.57
C -1.394 -5.441 0.384 -0.45
C -2.602 -6.122 0.382 -0.80
C -3.663 -5.559 -0.279 -0.04
C -3.582 -4.375 -0.971 -1.51
C -2.378 -3.698 -0.964 0.20
S -5.259 -6.462 -0.393 1.25
O -5.179 -6.813 -1.801 -0.66
O -5.106 -7.555 0.539 -0.70
O -6.230 -5.451 -0.044 -0.67
H 0.722 -4.065 0.015 0.38
H 0.115 -3.047 -1.160 -1.00
H -0.544 -5.847 0.913 0.40
H -2.728 -7.062 0.893 0.54
H -4.448 -3.991 -1.482 0.41
H -2.280 -2.756 -1.486 0.42

# 3
20
Properties=species:S:1:pos:R:3:mulliken_charge:R:1 method="wB97M-V/def2-TZVPD" e_homo_ha=-0.2953 e_above_lowest_kcal_mol=43.6 orbital_gap_ev=9.10
C 1.992 -0.647 -0.116 -0.58
C 1.513 -0.274 1.259 -0.61
N 0.410 0.579 0.892 -0.41
C -0.320 0.085 -0.193 0.72
C 0.768 -0.648 -1.038 -0.68
C -1.676 -0.555 0.230 -0.69
N -2.158 0.852 0.272 -0.49
C -1.169 1.197 -0.817 -0.85
H 2.620 -1.529 -0.164 0.38
H 2.630 0.104 -0.599 0.21
H 1.086 -1.051 1.845 0.30
H 2.218 0.316 1.861 0.31
H -0.003 1.095 1.662 0.31
H 0.481 -1.676 -1.447 0.30
H 0.930 0.026 -1.904 0.28
H -1.691 -1.039 1.215 0.29
H -2.131 -1.092 -0.570 0.36
H -3.131 1.087 0.171 0.19
H -0.884 2.230 -0.668 0.36
H -1.485 0.940 -1.889 0.29